A | 14
Properties=species:S:1:pos:R:3 method="wB97M-V/def2-TZVPD" orbital_gap_ha=0.4441 smiles=CC.O.O lumo_ha=0.0288
C -0.39096 0.85904 -1.04926
C 0.93896 1.57019 -0.90453
H -0.55695 0.23872 -1.93905
H -1.20995 1.57879 -1.12481
H -0.67984 0.13471 -0.28542
H 0.84259 2.63105 -1.14757
H 1.42459 1.48278 0.06222
H 1.69291 1.29252 -1.64808
H 2.14784 -0.70319 1.80590
H 0.92952 0.24625 1.61630
O 1.31244 -0.41162 2.19482
H -2.05032 -2.59841 0.03798
H -2.10252 -1.67559 -1.19085
O -1.83701 -1.70343 -0.26538

B | 14
Properties=species:S:1:pos:R:3 method="wB97M-V/def2-TZVPD" orbital_gap_ha=0.4091 smiles=CC.O.O lumo_ha=0.0225
C -1.30857 -1.34110 -0.21003
C -0.83675 -0.05656 -0.86578
H -2.17853 -1.13643 0.42424
H -0.51604 -1.75440 0.47415
H -1.59818 -2.07856 -1.09004
H -1.22931 0.90568 -0.37199
H 0.28816 0.04283 -0.70060
H -1.17257 -0.05964 -1.91923
H 0.22228 1.98779 1.15336
H 0.98863 1.75389 2.59146
O 1.09179 1.77008 1.64049
H 2.11715 -0.12786 -1.18703
H 1.96784 0.47526 0.29000
O 2.16410 -0.38099 -0.22901

A comes first in stability; the runner-up is 33.3 kJ/mol higher.

A | 15
Properties=species:S:1:pos:R:3 method="wB97M-V/def2-TZVPD" orbital_gap_ha=0.4583 lumo_ha=-0.1229 charge=+1
N 0.93027 1.25805 1.57414
H 0.73864 1.03145 2.56810
H 1.90885 0.98677 1.64201
H 0.25787 0.79015 0.34420
H 0.65764 2.23355 1.52033
C -0.50071 -1.67833 0.03353
C -0.59713 -0.71560 -1.15117
N -0.06995 0.72902 -0.77594
H -0.97405 -1.15586 0.87285
H -1.10394 -2.58529 -0.26914
H 0.57551 -1.75746 0.25869
H -0.01312 -1.05310 -1.99995
H -1.59592 -0.60029 -1.57520
H -0.72367 1.53360 -0.91939
H 0.71980 1.08741 -1.32310

B | 15
Properties=species:S:1:pos:R:3 method="wB97M-V/def2-TZVPD" orbital_gap_ha=0.4478 lumo_ha=-0.1233 charge=+1
N 2.50625 0.38923 0.17082
H 3.13211 0.58122 -0.61831
H 2.71670 1.23651 0.71662
H 0.58964 -0.06393 0.12243
H 2.94960 -0.27738 0.78791
C -1.71604 0.63500 -0.73303
C -1.29055 -0.76868 -0.28196
N -0.13057 -0.61193 0.66516
H -2.38591 0.53868 -1.58101
H -2.24498 1.17334 0.06065
H -0.88015 1.30522 -0.91561
H -2.09499 -1.30241 0.21364
H -0.95291 -1.33365 -1.14245
H 0.16964 -1.48807 1.06927
H -0.36783 -0.01315 1.46587

C | 15
Properties=species:S:1:pos:R:3 method="wB97M-V/def2-TZVPD" orbital_gap_ha=0.4532 lumo_ha=-0.1155 charge=+1
N -2.22449 0.64635 -0.07090
H -2.78304 0.85717 -0.86906
H 1.02806 1.18326 -0.23223
H -2.26432 1.48253 0.50127
H -2.80458 -0.05327 0.39092
C 1.14600 -0.67585 -1.18408
N 0.66070 0.24572 -0.09167
C 0.88787 -0.33164 1.26856
H 2.17274 -0.89363 -0.88464
H 0.51868 -1.54565 -1.20812
H 1.26900 -0.08734 -2.08495
H -0.36675 0.35875 -0.25456
H 1.94453 -0.52208 1.37444
H 0.16140 -1.12663 1.36535
H 0.65421 0.46231 1.97967

B comes first in stability; the runner-up is 5.1 kJ/mol higher.

A | 24
Properties=species:S:1:pos:R:3 method="wB97M-V/def2-TZVPD" orbital_gap_ha=0.3457 smiles="C=C(C)C.O.O.O.O" lumo_ha=0.0148
C -1.79449 -0.33668 0.96403
C -1.42354 -1.25513 1.99377
C -0.23712 -1.06469 2.65395
C -2.22552 -2.41870 2.50688
H -2.73913 0.05428 1.30954
H -2.03648 -0.63664 -0.11120
H -1.05318 0.44062 0.81332
H 0.09649 -1.48623 3.60583
H 0.39103 -0.31898 2.29622
H -1.93949 -2.42531 3.54349
H -2.08272 -3.38153 2.10896
H -3.24818 -2.38776 2.33356
H 0.13768 -1.35225 -5.25169
H 0.64768 -0.10481 -4.63166
O -0.09645 -0.59998 -4.69486
H 1.04037 3.93326 -0.70148
H 0.28915 2.65573 -0.91754
O 1.07373 3.00043 -0.63353
H 3.02877 2.07738 -2.87516
H 2.16291 1.42652 -1.77025
O 2.17121 1.70509 -2.68250
H 2.08880 0.27672 0.37748
H 2.73432 1.53876 -0.26418
O 3.01416 0.65990 0.02701

B | 24
Properties=species:S:1:pos:R:3 method="wB97M-V/def2-TZVPD" orbital_gap_ha=0.3660 smiles="C/C=C/C.O.O.O.O" lumo_ha=0.0253
C 2.27926 -0.04986 -0.10164
C 1.24807 0.80988 -0.44597
C 0.97988 1.26362 -1.83203
C 2.56128 -0.51819 1.30809
H 2.87829 -0.35925 -0.90107
H 0.69311 1.15369 0.41236
H -0.02381 0.88743 -2.19609
H 0.98140 2.38644 -1.94277
H 1.82421 0.89731 -2.48074
H 1.81074 -0.11760 1.99700
H 3.46733 -0.17419 1.73753
H 2.60876 -1.60163 1.42137
H -2.96831 0.31043 -0.38388
H -3.90493 1.06797 0.60976
O -3.02506 1.01310 0.39921
H 0.36930 -1.48410 -0.26386
H -0.63663 -1.24514 0.88678
O -0.44274 -1.87485 0.07399
H -2.24029 -0.77818 -2.40822
H -1.80711 -1.29990 -1.00234
O -2.52014 -0.89521 -1.40909
H -1.94759 0.40330 1.63217
H -0.89117 0.40362 2.75703
O -1.29387 -0.19868 2.13239

B comes first in stability; the runner-up is 161.9 kJ/mol higher.

A | 18
Properties=species:S:1:pos:R:3 method="wB97M-V/def2-TZVPD" orbital_gap_ha=0.3302 smiles="O=Cc1ccc(O)c(C(=O)O)c1" lumo_ha=-0.0243
C 1.61152 -1.75342 -0.00683
C 0.69939 -0.55935 -0.00890
C -0.61080 -0.91362 -0.31542
C -1.59154 0.06464 -0.12738
C -2.94032 -0.59880 0.00246
C -1.25020 1.43457 0.00566
C 0.12943 1.80893 0.20228
C 0.99009 0.83199 -0.04190
H 2.98257 -0.41476 -0.03985
H -0.71468 -1.95560 -0.54079
H -3.66664 0.05634 0.01105
H -2.09931 2.11950 0.08010
H 0.56576 2.94928 0.12547
H 2.35710 2.00322 0.20454
O 2.89986 -1.36623 0.33178
O 1.26334 -2.85270 -0.11848
O -2.94761 -1.92111 0.31774
O 2.32204 1.06712 -0.08151

B | 18
Properties=species:S:1:pos:R:3 method="wB97M-V/def2-TZVPD" orbital_gap_ha=0.3086 smiles="Oc1oc(O)c2c1[C@@H]1C=C[C@]21O" lumo_ha=0.0169
C 0.65409 0.15942 -0.75513
C 0.41370 -0.13572 0.69111
C 1.83740 0.80721 -0.76721
C 1.48809 0.22843 1.35690
C -1.99509 0.61895 -0.80762
C -0.82444 -0.35039 -1.07509
C -2.24609 0.22717 0.46585
C -0.95223 -0.69300 0.43613
O 2.35115 0.85434 0.53435
O 2.69588 1.32780 -1.64705
O 1.89704 0.10122 2.68067
O -1.18759 -2.05000 0.76337
H -2.22529 1.40613 -1.49854
H -0.90872 -1.11112 -1.87783
H -2.94350 0.40756 1.21181
H 2.42562 1.14674 -2.59489
H 1.14700 -0.50839 2.93943
H -1.62702 -2.43635 -0.05626

A comes first in stability; the runner-up is 252.3 kJ/mol higher.

A | 8
Properties=species:S:1:pos:R:3 method="wB97M-V/def2-TZVPD" orbital_gap_ha=0.3823 smiles="O=CO.S" lumo_ha=0.0224
S 0.06465 1.65289 -2.34556
H -0.94433 1.85017 -3.19680
H 0.60447 2.85103 -2.42504
O 1.11577 -1.63911 0.54249
C 0.18132 -1.50101 1.25262
O 0.30876 -0.87941 2.47568
H -0.79747 -1.91020 1.01298
H -0.53316 -0.42436 2.68363

B | 8
Properties=species:S:1:pos:R:3 method="wB97M-V/def2-TZVPD" orbital_gap_ha="0.3481 / 0.3227" lumo_ha="-0.0412 / -0.0180"
C 1.27292 0.25861 -0.00677
O -2.50349 -0.74647 -0.01256
O -1.31877 0.68680 0.51899
S -0.33562 1.19281 -0.43144
H 0.95824 -0.62443 0.62105
H 1.97168 0.80577 0.59115
H 1.91587 -0.21679 -0.70885
H -1.96082 -1.35631 -0.57157

A comes first in stability; the runner-up is 394.5 kJ/mol higher.

A | 22
Properties=species:S:1:pos:R:3 method="wB97M-V/def2-TZVPD" orbital_gap_ha="0.2754 / 0.2754" lumo_ha="-0.0360 / -0.0360"
C -1.87568 1.18496 -0.07790
C -2.54754 -0.12385 0.09143
C -0.68340 1.58263 0.27098
C -1.82246 -1.20493 0.01248
C 1.76439 0.66156 0.56354
C 0.30806 0.59748 0.86135
C -0.30280 -1.16034 -0.33388
N 2.57937 0.16027 1.53336
N -0.10015 -0.80042 -1.62132
N 0.68959 -1.97297 0.21610
O 1.71225 -2.09038 -0.39134
O 2.14294 1.10316 -0.48296
O 0.40004 -2.39856 1.29511
H -2.53339 1.94514 -0.50049
H -3.65825 -0.15266 0.17496
H -0.46502 2.57824 0.15538
H -2.23370 -2.17796 -0.08514
H 0.20236 -0.00852 1.73382
H 2.24379 -0.70229 1.91680
H 3.55580 0.05097 1.26757
H 0.86585 -0.57435 -1.56101
H -0.70823 0.01460 -1.98315

B | 22
Properties=species:S:1:pos:R:3 method="wB97M-V/def2-TZVPD" orbital_gap_ha=0.3493 smiles="CCOC(=O)c1cnc(N)nc1O" lumo_ha=0.0204
C 0.50818 -2.28865 3.54003
C -0.07708 -0.85086 3.45393
C -0.28913 -0.66786 1.06021
C 0.06198 0.03809 -0.16462
C 0.99602 1.10327 -0.19357
C 0.54041 1.49758 -2.36005
C -0.75434 -0.05935 -1.36028
H -0.14246 -2.72498 4.39203
H 1.59455 -2.24114 3.75182
H 0.22303 -2.84392 2.55718
H 0.26864 -0.14853 4.16884
H -1.16254 -1.04718 3.46505
H 1.51415 1.29044 0.70549
H 1.60500 2.92486 -3.26593
H 0.75999 2.01923 -4.44906
H -1.89155 -1.18589 -0.43636
N 1.35686 1.77661 -1.29775
N 1.00366 2.08100 -3.48141
N -0.49934 0.66610 -2.44304
O 0.33154 -0.25599 2.15705
O -1.14634 -1.53573 1.13565
O -1.89936 -0.75105 -1.31615

B comes first in stability; the runner-up is 616.9 kJ/mol higher.